{
  "formula": "C30H42AsIN5O5SSr",
  "method": "ωB97M-V/def2-TZVPD",
  "de_lowest_kj_mol": 93.65,
  "total_charge": -1,
  "lumo_energy_ev": 1.837,
  "elements": ["Sr", "C", "C", "N", "C", "C", "C", "C", "C", "C", "C", "N", "C", "C", "N", "N", "H", "H", "H", "H", "H", "H", "H", "H", "H", "H", "H", "H", "H", "H", "H", "H", "H", "H", "O", "S", "O", "O", "O", "C", "As", "C", "C", "H", "H", "H", "H", "H", "H", "H", "H", "H", "N", "C", "O", "C", "I", "H", "H", "H", "H", "C", "C", "C", "C", "C", "C", "C", "C", "C", "C", "C", "C", "C", "C", "H", "H", "H", "H", "H", "H", "H", "H", "H", "H", "H"],
  "xyz": [[-0.29861, -1.03176, -0.18755], [1.55326, 0.63084, -3.28925], [1.87009, 1.80026, -2.35736], [2.02492, 1.54398, -0.94666], [3.19373, 0.88223, -0.45839], [3.42468, -0.59043, -0.77311], [4.72262, -1.09999, -0.77127], [4.90874, -2.44945, -0.98437], [3.80134, -3.25909, -1.21188], [2.54227, -2.67433, -1.20753], [1.29602, -3.50593, -1.40361], [0.32498, -2.81981, -2.22702], [0.70140, -2.38497, -3.55666], [-0.05746, -1.09273, -3.87433], [0.31340, -0.03717, -2.94584], [2.37230, -1.36634, -0.98135], [1.53632, 1.02261, -4.32205], [2.36921, -0.09636, -3.25174], [2.79200, 2.27208, -2.72097], [1.07813, 2.54611, -2.45943], [1.16095, 1.42353, -0.43422], [4.07907, 1.43117, -0.80656], [3.19306, 0.96004, 0.63353], [5.56433, -0.43903, -0.60531], [5.90662, -2.87191, -0.98992], [3.90230, -4.31970, -1.39962], [1.58371, -4.51229, -1.74201], [0.81436, -3.63425, -0.42291], [-0.57695, -3.28649, -2.20275], [1.77650, -2.18872, -3.58608], [0.49905, -3.13446, -4.33344], [0.11549, -0.80554, -4.92369], [-1.12647, -1.28847, -3.76016], [-0.44215, 0.62599, -2.80245], [-1.32901, -4.84686, 0.28316], [-2.12159, -3.61775, 0.42337], [-3.50185, -3.83071, 0.81186], [-1.41514, -2.72514, 1.45549], [-2.01515, -2.80216, -0.83887], [2.46622, 0.78982, 3.35345], [0.68488, 1.00421, 2.55240], [-0.34545, -0.09401, 3.79277], [0.32023, 2.74378, 3.38165], [2.39625, 0.78049, 4.44209], [3.09397, 1.62600, 3.04066], [2.91454, -0.14367, 3.01461], [-0.12550, 0.17659, 4.82688], [-0.11784, -1.14407, 3.62236], [-1.40405, 0.06092, 3.58066], [0.64351, 2.73323, 4.42408], [-0.74503, 2.95375, 3.33252], [0.85708, 3.52543, 2.84365], [0.75886, -3.76044, 2.43878], [1.75792, -2.93278, 2.18444], [1.61415, -1.81603, 1.66649], [3.15992, -3.38650, 2.54175], [3.54783, -3.11137, 4.62567], [-0.21370, -3.46542, 2.11706], [0.94478, -4.67879, 2.80067], [3.88126, -2.77808, 2.00696], [3.32032, -4.44236, 2.34516], [-4.81481, 5.41634, -1.77290], [-5.14779, 4.13482, -1.35283], [-4.18314, 3.14213, -1.27841], [-2.85155, 3.40494, -1.61584], [-2.54140, 4.69260, -2.06011], [-3.50266, 5.68912, -2.13230], [-1.77535, 2.37739, -1.56108], [-1.60485, 1.35835, -0.70352], [-2.50672, 1.19008, 0.44388], [-3.20936, -0.00785, 0.64397], [-3.97740, -0.21798, 1.78077], [-4.07186, 0.76848, 2.75375], [-3.37891, 1.96187, 2.57723], [-2.60319, 2.16688, 1.44909], [-5.57091, 6.18989, -1.82780], [-6.17192, 3.90432, -1.08475], [-4.46084, 2.14625, -0.96349], [-1.51663, 4.91056, -2.34335], [-3.22804, 6.68161, -2.47057], [-1.02768, 2.55206, -2.34045], [-3.15291, -0.80108, -0.09812], [-4.46889, -1.17503, 1.90539], [-4.66442, 0.60520, 3.64549], [-3.44451, 2.73984, 3.33117], [-2.07088, 3.10150, 1.31095]]
}



{
  "formula": "C30H42F3O2",
  "method": "ωB97M-V/def2-TZVPD",
  "total_charge": -1,
  "lumo_energy_ev": 2.688,
  "elements": ["C", "C", "C", "C", "C", "C", "C", "C", "O", "C", "C", "C", "C", "C", "C", "C", "C", "C", "C", "C", "C", "C", "C", "C", "F", "F", "F", "C", "C", "C", "C", "C", "C", "C", "O", "H", "H", "H", "H", "H", "H", "H", "H", "H", "H", "H", "H", "H", "H", "H", "H", "H", "H", "H", "H", "H", "H", "H", "H", "H", "H", "H", "H", "H", "H", "H", "H", "H", "H", "H", "H", "H", "H", "H", "H", "H", "H"],
  "xyz": [[-2.79776, 2.29182, -0.01815], [-2.29816, 2.43654, 1.42051], [-1.64176, 3.81851, 1.56026], [-3.48859, 2.35443, 2.37076], [-1.30483, 1.30561, 1.70776], [0.00533, 1.58359, 1.98692], [1.02877, 0.64721, 1.77894], [2.38974, 1.32135, 1.71894], [3.30028, 0.48429, 2.88500], [4.42040, 0.77148, 3.56326], [4.43997, 1.62203, 4.72593], [3.21066, 2.30424, 5.36414], [3.40539, 2.54262, 6.86573], [1.92440, 1.48570, 5.19364], [3.04922, 3.69012, 4.71892], [5.67504, 1.98705, 5.26071], [6.87728, 1.53481, 4.74381], [6.84878, 0.66034, 3.66470], [5.65788, 0.15313, 3.15196], [5.81764, -0.92481, 2.04712], [6.99158, -1.86875, 2.33547], [6.18846, -0.17371, 0.74236], [4.56996, -1.78596, 1.84602], [2.91106, 1.42971, 0.31040], [4.09964, 2.09431, 0.24069], [3.06828, 0.19874, -0.30096], [2.08100, 2.16488, -0.52645], [0.69285, -0.70719, 1.50941], [-0.63941, -1.10267, 1.36895], [-1.12565, -2.50410, 0.87877], [-2.11004, -3.14293, 1.87437], [0.05731, -3.44987, 0.67844], [-1.86144, -2.33274, -0.47427], [-1.69571, -0.10024, 1.61008], [-2.90253, -0.43246, 1.75052], [-3.34348, 1.35017, -0.12401], [-3.45909, 3.12855, -0.27057], [-1.94378, 2.29744, -0.70442], [-1.30407, 4.00616, 2.59132], [-0.79645, 3.93635, 0.86325], [-2.39006, 4.58313, 1.30707], [-3.16269, 2.50485, 3.40672], [-4.20664, 3.13483, 2.09498], [-3.95790, 1.36924, 2.29153], [0.28519, 2.58903, 2.29379], [2.41764, 2.36995, 2.04888], [4.14198, 3.32389, 7.06569], [2.47176, 2.89288, 7.31435], [3.68458, 1.62038, 7.38061], [1.78082, 1.15716, 4.15858], [1.93908, 0.59418, 5.84524], [1.05558, 2.10930, 5.46565], [2.89262, 3.60923, 3.63513], [2.18802, 4.22116, 5.15043], [3.95658, 4.28812, 4.89324], [5.71407, 2.64603, 6.13008], [7.83420, 1.84333, 5.17827], [7.79167, 0.34166, 3.21920], [6.92564, -2.28410, 3.34609], [6.95134, -2.70636, 1.62870], [7.96593, -1.38281, 2.18858], [5.31598, 0.38012, 0.36642], [7.01752, 0.53380, 0.93250], [6.50419, -0.87912, -0.04787], [3.66035, -1.18428, 1.81559], [4.66229, -2.33493, 0.89912], [4.48561, -2.51130, 2.66862], [1.50196, -1.45262, 1.45367], [-2.97788, -2.48186, 2.00326], [-2.44450, -4.10426, 1.45258], [-1.61740, -3.32159, 2.84336], [0.74496, -3.06743, -0.09034], [0.59680, -3.61416, 1.62384], [-0.33940, -4.41265, 0.33193], [-1.19699, -1.84430, -1.20402], [-2.14738, -3.32373, -0.85516], [-2.77132, -1.73365, -0.32978]]
}



Number 1: F_max 0.007 Eh/bohr, energy -4780.929021 Ha. Number 2: F_max 0.045 Eh/bohr, energy -1618.436428 Ha.